Below is a molecular structure, C32H40BCaClF5N3O17V in a non-equilibrium geometry, with properties calculated with ωB97M-V/def2-TZVPD.

Geometry as XYZ:
```
101
C32H40BCaClF5N3O17V | the OMol25 dataset | ωB97M-V/def2-TZVPD
V -0.214 1.668 7.446
Ca 1.858 3.815 8.066
Cl -0.196 -7.341 0.500
F 8.507 -3.109 3.402
F 0.932 -5.558 -0.021
F -1.024 -4.917 1.119
F 9.539 -4.308 1.938
F 7.395 -4.469 2.144
O -1.643 3.268 11.773
O 7.496 -1.326 1.570
O -6.108 -3.799 -2.021
O 0.148 -1.409 -1.111
O -1.804 2.258 7.572
O -4.313 -3.322 -0.682
O -1.379 -3.082 -2.785
O -0.950 -4.648 -1.224
O 0.526 3.518 11.242
O 1.427 1.080 7.323
O 0.330 -3.246 0.176
O -0.233 4.727 1.170
O -0.223 -0.037 3.542
O 0.278 6.476 2.333
O -0.332 4.304 13.186
O 2.460 -1.233 3.746
O 7.907 -2.852 -0.076
N -0.426 5.862 1.549
N -2.484 0.658 -0.966
N -1.748 -1.130 -6.590
C -1.147 4.291 -4.724
C 0.733 -2.298 -7.080
C -2.449 6.209 -4.081
C 8.411 -3.597 2.144
C -0.082 -2.557 -0.890
C -0.163 -2.888 -6.206
C -5.296 -2.629 -3.850
C -0.869 -0.575 -7.431
C -0.379 3.731 12.083
C -6.574 -3.396 -3.324
C -5.038 -1.826 -2.548
C -0.123 -0.180 2.126
C 6.080 -1.444 1.568
C -2.027 1.121 -2.171
C -2.236 5.130 -4.927
C 3.004 0.057 3.527
C -0.269 4.534 -3.676
C 8.290 -2.431 1.100
C 0.376 -1.114 -7.710
C 5.513 -2.197 2.761
C -1.384 -2.264 -6.002
C -1.619 6.569 1.016
C -3.367 -0.254 -3.748
C -5.021 -3.027 -1.563
C -0.484 5.611 -2.827
C 0.077 -1.253 4.222
C -3.911 -0.779 -2.510
C -2.363 0.748 -3.498
C 1.489 -1.242 4.787
C -1.577 6.447 -3.027
C -0.879 -3.432 -1.761
C -3.422 -0.291 -1.252
B -0.192 -4.612 0.040
H -1.886 1.264 -4.348
H -1.268 7.455 0.493
H -0.132 0.811 1.674
H 3.546 0.040 2.582
H -4.587 -3.449 -4.120
H 0.800 -0.687 1.838
H 1.698 -2.752 -7.269
H 5.578 -3.273 2.616
H 0.199 5.799 -2.007
H -6.984 -4.188 -3.975
H 6.048 -1.947 3.679
H -2.039 3.593 12.598
H -5.989 -1.286 -2.332
H -2.251 6.833 1.860
H 1.645 -2.162 5.360
H -0.073 -2.112 3.562
H -1.747 7.286 -2.362
H 3.709 0.302 4.330
H 9.306 -1.986 1.157
H 0.077 -3.809 -5.694
H -1.193 0.349 -7.898
H 4.457 -1.958 2.890
H 1.048 -0.623 -8.401
H -0.981 -0.745 1.752
H -1.263 1.924 -2.077
H -0.634 -1.337 5.052
H -3.680 -0.529 -4.765
H -7.344 -2.590 -3.265
H -2.143 5.903 0.336
H 2.228 0.824 3.468
H 5.699 -1.844 0.624
H -2.919 4.941 -5.747
H -2.120 -2.686 -5.327
H -5.393 -2.012 -4.767
H 5.714 -0.415 1.628
H -0.984 3.448 -5.383
H 1.635 -0.395 5.465
H 0.583 3.883 -3.521
H -3.893 -0.744 -0.352
H -3.297 6.865 -4.241
```

Charge: -1
2S+1: 1
LUMO (eV): -3.89
DFT total energy (Ha): -5292.43402
Orbital gap (eV): 1.578

Below is 2 unconnected molecules or ions with the total composition C3H3NO in a non-equilibrium geometry, with properties calculated with ωB97M-V/def2-TZVPD.

Geometry as XYZ:
```
8
C3H3NO | the OMol25 dataset | ωB97M-V/def2-TZVPD
O 2.725 -1.168 -0.394
N 0.865 1.161 0.368
C -1.414 -0.072 -0.068
C 2.815 -0.156 0.071
C -0.144 0.583 0.190
H -1.493 -0.854 0.783
H -1.378 -0.399 -1.020
H -1.975 0.905 0.070
```

Charge: 0
2S+1: 1
LUMO (eV): 0.67
DFT total energy (Ha): -246.05469
Energy relative to the best compared isomer or geometry (same formula, charge and spin) (kcal/mol): 23.1
Orbital gap (eV): 11.511

Below is 10 unconnected molecules or ions with the total composition C16H50BF4O14 in a non-equilibrium geometry, with properties calculated with ωB97M-V/def2-TZVPD.

Geometry as XYZ:
```
85
C16H50BF4O14 | the OMol25 dataset | ωB97M-V/def2-TZVPD
F 8.148 6.725 -10.127
F 8.980 5.798 -8.184
F 9.064 4.575 -9.958
F 10.277 6.455 -9.715
O 5.266 4.990 -4.010
O 7.563 14.146 -8.844
O 14.149 1.513 -9.188
O 0.943 8.114 -9.856
O 14.436 8.840 -6.315
O 9.829 3.364 -3.054
O 1.045 6.628 -12.121
O 14.297 8.703 -3.807
O 7.624 10.987 -18.225
O 16.452 0.361 -10.779
O 6.022 3.120 -18.245
O 3.892 -0.690 -10.221
O 8.271 2.743 -16.155
O 3.937 -3.904 -8.287
C 6.103 14.417 -6.838
C 13.552 9.831 -4.393
C 7.148 1.831 -16.429
C 6.887 9.786 -18.293
C 7.739 16.217 -7.686
C 7.497 14.761 -7.529
C 6.354 9.446 -16.886
C 4.384 -2.743 -8.944
C 1.998 6.393 -11.185
C 3.349 -1.645 -9.365
C 2.188 7.705 -10.379
C 15.792 -0.265 -9.735
C 14.231 10.135 -5.724
C 14.293 0.178 -9.575
C 5.656 10.091 -19.229
C 6.547 1.857 -17.897
B 9.091 5.897 -9.543
H 5.864 14.882 -5.881
H 8.656 16.548 -8.174
H 6.708 3.769 -18.077
H 10.178 4.064 -3.606
H 12.527 9.549 -4.635
H 13.772 -0.418 -8.826
H 1.421 5.668 -10.610
H 7.566 16.800 -6.781
H 7.190 9.181 -16.239
H 6.325 2.157 -15.794
H 5.788 5.098 -4.805
H 13.422 1.932 -9.655
H 5.840 13.359 -6.845
H 15.201 10.578 -5.497
H 4.938 -2.954 -9.859
H 8.323 14.339 -6.957
H 2.753 7.447 -9.484
H 5.067 5.883 -3.730
H 15.011 8.491 -4.413
H 2.599 -2.166 -9.960
H 7.558 0.824 -16.352
H 5.327 14.865 -7.459
H 2.807 -1.202 -8.529
H 15.907 -1.345 -9.831
H 13.748 10.845 -6.395
H 8.879 3.463 -3.114
H 16.222 0.075 -8.793
H 16.224 1.293 -10.730
H 13.690 8.616 -6.876
H 5.000 10.776 -18.692
H 6.970 11.666 -18.409
H 7.362 1.735 -18.610
H 13.559 10.684 -3.715
H 5.759 1.109 -17.981
H 4.551 -0.215 -9.710
H 3.349 -3.746 -7.544
H 13.718 -0.028 -10.478
H 5.568 10.078 -16.471
H 2.712 8.390 -11.046
H 7.587 9.057 -18.701
H 1.114 5.900 -12.743
H 7.041 16.797 -8.289
H 5.928 10.606 -20.151
H 7.883 13.248 -8.731
H 2.925 5.914 -11.499
H 5.921 8.471 -17.107
H 0.661 8.818 -10.444
H 8.270 2.807 -15.197
H 5.005 9.258 -19.498
H 5.186 -2.300 -8.354
```

Charge: -1
2S+1: 1
LUMO (eV): 2.00
DFT total energy (Ha): -2117.37721
Orbital gap (eV): 9.616

Below is a molecular structure, C21H28N3O2Tc in a non-equilibrium geometry, with properties calculated with ωB97M-V/def2-TZVPD.

Geometry as XYZ:
```
55
C21H28N3O2Tc | the OMol25 dataset | ωB97M-V/def2-TZVPD
Tc -0.568 2.576 1.114
O -0.890 -3.331 -1.745
O 1.376 -0.692 -0.822
N -3.605 7.863 -1.047
N -3.125 5.424 -0.907
N -1.796 3.791 0.273
C 0.081 -1.142 -0.353
C -2.144 -3.601 -2.405
C -2.323 4.707 -0.263
C 3.001 -2.370 -0.462
C -3.324 6.727 -0.942
C -1.414 3.474 2.878
C -0.906 -5.709 -2.274
C 0.666 -2.008 0.786
C 2.018 -1.458 0.266
C -2.129 2.253 2.622
C 0.955 3.850 0.510
C 1.803 2.705 0.799
C -2.218 -5.094 -2.779
C 2.077 2.057 -0.455
C 0.106 1.724 2.995
C 2.641 -0.587 1.345
C 0.591 3.747 -0.913
C -1.192 1.162 2.721
C -0.219 -4.592 -1.490
C -0.032 3.146 3.096
C 1.259 2.621 -1.460
H 3.196 -1.214 2.059
H 2.499 -2.931 -1.258
H 0.042 4.509 -1.477
H 0.839 -4.480 -1.758
H 0.392 -1.582 1.754
H -0.404 -1.726 -1.139
H 0.745 3.852 3.367
H 1.882 -0.060 1.940
H 2.423 2.582 1.691
H -3.195 2.184 2.415
H -1.114 -6.575 -1.650
H 3.715 -1.706 -0.967
H 1.010 1.159 3.193
H -2.227 -2.936 -3.278
H -0.260 -4.830 -0.412
H -0.569 -0.307 -0.032
H -3.073 -5.567 -2.292
H -2.967 -3.345 -1.716
H -1.431 0.106 2.598
H 3.304 0.177 0.927
H -1.863 4.456 2.989
H -0.295 -6.041 -3.110
H -2.327 -5.223 -3.857
H 1.214 2.293 -2.500
H 2.904 1.374 -0.640
H 0.847 4.726 1.150
H 0.455 -3.081 0.738
H 3.570 -3.059 0.171
```

Charge: +1
2S+1: 4
LUMO (alpha / beta) (eV): -4.95 / -5.86
DFT total energy (Ha): -1212.05192
Energy relative to the best compared isomer or geometry (same formula, charge and spin) (kcal/mol): 17.2
Orbital gap (alpha / beta) (eV): 6.422 / 5.979
<S²>: 3.807

Below is a molecular structure, C42H58BiN3O2, with properties calculated with ωB97M-V/def2-TZVPD.

Geometry as XYZ:
```
106
C42H58BiN3O2 | the OMol25 dataset | ωB97M-V/def2-TZVPD
Bi -0.003 -0.209 0.155
O -0.200 -1.524 -1.912
O -2.122 -3.175 -0.790
N -1.757 -2.593 0.207
N -0.809 1.418 -0.905
N 2.042 0.640 -0.180
C 3.314 -0.911 -2.425
C -1.976 0.464 -3.500
C 2.906 2.117 2.305
C -3.111 1.824 -0.051
C 3.568 0.867 1.742
C -2.692 2.550 1.220
C 2.948 -2.909 -0.861
C 5.129 -1.248 0.820
C -3.666 -1.810 2.695
C 1.297 2.510 -1.609
C -1.898 -3.303 1.495
C -2.792 0.846 -2.276
C 2.236 1.667 -0.956
C 0.298 -4.671 1.059
C -1.137 -1.903 3.190
C 1.392 2.074 2.423
C -2.789 -4.524 1.466
C 1.166 4.586 -2.881
C 5.467 -0.617 1.998
C 3.372 3.393 1.598
C -2.145 1.492 -4.626
C 4.694 0.439 2.440
C -5.023 1.167 -1.390
C -1.993 1.672 2.247
C -0.123 2.443 -1.531
C 1.384 -2.613 3.262
C -4.487 1.703 -0.237
C -2.263 1.345 -1.068
C -2.251 -2.244 2.508
C 3.212 0.168 0.571
C 1.902 3.591 -2.303
C -0.419 -3.558 1.736
C -1.903 3.835 0.968
C 4.009 -0.876 0.077
C -0.226 4.530 -2.763
C 3.787 -1.679 -1.192
C -4.176 0.762 -2.401
C 0.003 -2.706 2.698
C 0.401 -2.082 -3.122
C -1.018 -0.959 4.339
C -2.402 -0.908 -4.038
C -0.851 3.493 -2.111
H 1.064 1.099 2.799
H -2.464 -1.666 -3.256
H 4.975 0.966 3.342
H 1.039 2.813 3.144
H 0.072 -5.622 1.547
H -4.599 0.383 -3.320
H 3.280 2.177 3.330
H -1.710 -1.243 -4.810
H 3.025 4.272 2.141
H 5.752 -2.049 0.444
H 2.983 3.621 -2.353
H 0.675 -1.259 -3.777
H -4.263 -2.625 3.110
H -0.922 0.425 -3.219
H 2.972 3.465 0.585
H -4.130 -1.528 1.746
H -0.984 -2.082 -1.734
H -0.891 3.628 0.618
H -6.095 1.094 -1.513
H 2.270 -0.606 -2.372
H -0.342 -2.705 -3.609
H -2.774 -4.992 2.449
H -2.461 0.694 2.336
H 4.459 3.440 1.537
H 3.277 1.957 -1.087
H -3.817 -4.252 1.227
H 3.388 -3.435 -0.015
H -2.006 2.139 3.233
H 1.274 -2.669 -2.867
H -5.149 2.066 0.539
H -0.006 -4.775 0.013
H -0.271 -0.183 4.156
H -2.449 -5.248 0.729
H -3.636 2.846 1.681
H -3.752 -0.967 3.377
H 2.142 -2.838 2.511
H -1.632 1.146 -5.524
H 6.342 -0.926 2.554
H 1.515 -3.325 4.081
H -1.963 -0.472 4.566
H -1.929 3.483 -2.041
H 0.890 2.308 1.480
H -0.939 1.560 1.997
H 3.920 -0.018 -2.584
H -0.833 5.318 -3.190
H -0.695 -1.495 5.233
H -3.199 1.613 -4.875
H -1.744 2.471 -4.369
H 1.647 5.403 -3.398
H -1.820 4.408 1.892
H 3.428 -1.535 -3.312
H 2.912 -3.607 -1.698
H -2.395 4.467 0.229
H 1.375 -4.536 1.092
H 4.777 -2.059 -1.454
H 1.921 -2.644 -0.587
H -3.383 -0.855 -4.509
H 1.590 -1.621 3.667
```

Charge: +2
2S+1: 1
LUMO (eV): -6.65
DFT total energy (Ha): -2163.98117
Energy relative to the best compared isomer or geometry (same formula, charge and spin) (kcal/mol): 0.0
Orbital gap (eV): 6.947

Below is 7 unconnected molecules or ions with the total composition C5H26N2O7 in a non-equilibrium geometry, with properties calculated with ωB97M-V/def2-TZVPD.

Geometry as XYZ:
```
40
C5H26N2O7 | the OMol25 dataset | ωB97M-V/def2-TZVPD
O 0.080 -2.978 1.944
O -2.287 -1.328 2.282
O 1.079 -1.562 -2.839
O -2.902 -0.285 -0.132
O 1.599 0.883 -3.889
O -2.867 2.287 -0.883
O -0.472 2.488 -2.116
N -0.028 -0.337 -1.103
N 0.992 -0.137 2.335
C 0.505 0.553 1.114
C 1.078 -0.163 -0.133
C 0.019 -1.541 -1.896
C 2.245 0.652 -0.716
C 0.484 0.505 3.556
H 0.832 -3.534 1.850
H 2.008 -0.138 2.341
H 0.881 0.024 4.445
H -1.310 2.438 -1.620
H 0.714 1.562 3.647
H -2.022 -0.449 -0.533
H 1.046 1.451 -3.345
H 1.871 1.646 -1.005
H -3.087 2.792 -0.126
H 0.092 -2.469 -1.242
H 2.670 0.228 -1.622
H 2.999 0.793 -0.014
H 0.758 1.639 1.095
H -0.592 0.479 1.147
H 1.361 -0.005 -3.546
H 1.459 -1.182 0.111
H -2.261 -2.324 2.240
H 1.945 -1.756 -2.452
H -0.655 3.038 -2.876
H -0.630 0.353 3.582
H -2.940 1.297 -0.603
H -2.838 -0.617 0.751
H -0.138 0.537 -1.668
H -1.301 -1.100 2.310
H -0.886 -1.599 -2.573
H 0.497 -2.141 2.178
```

Charge: 0
2S+1: 1
LUMO (eV): 0.29
DFT total energy (Ha): -842.29230
Energy relative to the best compared isomer or geometry (same formula, charge and spin) (kcal/mol): 18.1
Orbital gap (eV): 9.884